19
Properties=species:S:1:pos:R:3 method="wB97M-V/def2-TZVPD" gap_ev=9.491 e_lumo_ha=0.1153 homo_energy_ev=-6.35 multiplicity=1 energy_ev=-32269.983 charge=-1
H -2.0208 -2.1192 0.7820
C 3.1701 -0.8244 0.0180
O -0.0384 -0.6352 -0.8108
C -1.4726 -0.0424 0.1520
H -2.9905 -0.6128 1.4732
B 0.9856 -0.0967 -0.1224
C 3.1035 0.3783 -0.9440
H -0.8416 1.7300 -1.5245
O 4.1519 -1.5393 0.1816
O 1.9787 -1.0831 0.5323
O 0.5416 0.8276 0.9909
F -3.4626 -1.1265 -0.3093
O -1.3206 0.9864 2.2501
O 4.0126 0.8417 -1.5863
O 1.8741 0.7818 -0.9878
C -0.7551 0.6719 1.2435
P -1.9181 1.0365 -1.3972
H -2.5441 1.8508 -0.5494
C -2.4537 -1.0255 0.6079

16
Properties=species:S:1:pos:R:3 method="wB97M-V/def2-TZVPD" gap_ev="8.991 / 8.215" e_lumo_ha="0.0048 / -0.0132" homo_energy_ev="-8.86 / -8.58" multiplicity=1 energy_ev=-88467.875
H 3.0991 -0.9740 -0.4721
H 1.2940 0.9476 -1.8684
C 2.0181 1.1605 0.1981
F 3.2502 1.2367 0.6984
N -2.7106 -0.5439 0.5287
C -0.7594 -0.3930 -0.2673
C -1.7802 0.3501 0.1603
N -0.9930 -1.7368 -0.0136
C 1.7417 0.3089 -1.0894
C -2.1635 -1.7996 0.5342
H -2.7440 -2.6415 0.6740
O 2.5387 -0.7788 -1.2738
Br -2.1186 2.1480 -0.0163
F 1.6198 2.4105 0.1198
F 1.2674 0.6107 1.1818
H -3.5597 -0.3052 0.9058

11
Properties=species:S:1:pos:R:3 method="wB97M-V/def2-TZVPD" gap_ev=9.676 e_lumo_ha=-0.0089 homo_energy_ev=-9.92 multiplicity=1 energy_ev=-76780.016 smiles="C=C(Br)C(=C)C#N"
C -0.1365 -1.3717 -1.4970
H -0.6673 -2.3364 0.9971
C -0.5738 -1.2899 0.7831
N -0.0516 -2.0857 -2.4083
C 0.7226 1.6615 0.7103
H 0.9381 2.8372 0.6319
C -0.1736 -0.6131 -0.2998
C 0.1589 0.9466 -0.2834
H 1.1419 1.1319 1.5561
H -0.7725 -0.6686 1.6516
Br -0.5862 1.7881 -1.8416

15
Properties=species:S:1:pos:R:3 method="wB97M-V/def2-TZVPD" gap_ev=8.054 e_lumo_ha=0.1107 homo_energy_ev=-5.04 multiplicity=1 energy_ev=-84415.201 charge=-1 smiles="C[C@H]1N=NC(=O)[C@@]1(Br)C(=O)[O-]"
C -1.4234 1.0333 0.7145
H 2.6417 -0.9255 0.2987
C -0.8207 -0.1784 0.1803
C -0.7810 0.0914 -1.4841
N -0.3066 1.8122 1.1977
C 1.6783 -0.6420 -0.3002
Br -1.8686 -1.7571 0.5696
O -1.5632 -0.6473 -2.0245
H 0.5529 -0.8801 1.6659
C 0.6277 -0.1428 0.6896
O 0.0004 0.9477 -1.7832
H 1.7681 0.2571 -0.8432
N 0.7714 1.2029 1.1505
O -2.5707 1.3839 0.8160
H 1.2939 -1.5551 -0.8476

12
Properties=species:S:1:pos:R:3 method="wB97M-V/def2-TZVPD" gap_ev="5.934 / 7.070" e_lumo_ha="-0.2552 / -0.2627" homo_energy_ev="-12.88 / -14.22" multiplicity=2 energy_ev=-13896.057 s2=0.79 charge=+1
O -1.4895 -1.9044 1.5116
C -0.9264 -0.9948 0.9624
H -0.2943 -0.2476 -1.7947
C -0.3590 1.3200 0.5646
C 0.5483 -0.4453 -1.1054
H 0.8304 1.8014 -1.1674
C 0.7565 1.1129 -0.3147
H -1.9206 0.6927 1.9142
Cd 2.1669 -1.5068 -1.8463
H 1.7120 1.1387 0.2327
C -1.1376 0.4256 1.2010
O 0.1133 -1.3924 -0.1580

15
Properties=species:S:1:pos:R:3 method="wB97M-V/def2-TZVPD" gap_ev=9.147 e_lumo_ha=-0.0011 homo_energy_ev=-9.18 multiplicity=1 energy_ev=-58316.347
H -1.7177 -2.4237 -0.7924
C -1.8889 0.5058 0.7435
C -1.3923 -1.3514 -0.5900
H -0.8233 0.5291 0.8603
N 0.2131 0.2266 -0.8945
Cl 2.1195 -1.1818 1.2721
C 2.4551 0.2352 0.2830
Cl 3.1310 1.3644 1.3910
H -3.3914 -0.6374 -0.2302
H 1.4957 1.7313 -1.0561
Cl -2.6984 1.8304 1.2499
C 1.2413 0.7984 -0.5037
N -0.2299 -0.9842 -0.8895
C -2.3368 -0.4978 0.0417
Cl 3.8228 -0.1449 -0.8851

17
Properties=species:S:1:pos:R:3 method="wB97M-V/def2-TZVPD" gap_ev=10.244 e_lumo_ha=-0.0085 homo_energy_ev=-10.48 multiplicity=1 energy_ev=-61297.795 smiles="[H]/N=C(/Cl)C(Cl)(Cl)[C@@](N)(Cl)C#N.C#N"
Cl -2.4347 -1.0495 1.8019
N 1.6622 0.2082 -1.4900
H -0.3819 -1.4271 -1.4200
C 2.2975 1.0897 -1.0546
H -0.4262 -0.9298 0.2709
H -0.8233 0.3934 2.5866
C -2.2040 0.4381 -1.9979
N -0.6558 1.2030 1.9933
N -0.8050 -0.9805 -0.6454
H 2.8804 1.9104 -0.7341
N -2.5312 1.1249 -2.8485
Cl -3.4518 -1.6866 -1.2577
C -2.0479 -0.4542 -0.8239
C -1.3745 1.2768 0.9774
Cl -1.1291 2.5949 -0.1438
Cl -3.9863 1.1892 0.3962
C -2.4197 0.2535 0.4964

15
Properties=species:S:1:pos:R:3 method="wB97M-V/def2-TZVPD" gap_ev=7.798 e_lumo_ha=0.1439 homo_energy_ev=-3.88 multiplicity=1 energy_ev=-19546.435 charge=-1 smiles="C/C(=C(/[O-])OC=O)C(F)(F)F"
H 1.1155 1.6643 -0.1703
F -2.6681 0.3044 1.3161
H 2.0176 -2.0723 0.9107
F -2.7557 0.8917 -0.7432
C -2.0361 0.0387 0.0487
O -0.0489 -2.0559 0.2831
C 2.4899 -1.3194 0.2429
C -0.5668 0.2284 -0.0203
C 0.2342 -0.8856 -0.0042
F -2.4534 -1.1846 -0.2682
O 3.6800 -1.0374 0.1084
O 1.6068 -0.5660 -0.3442
H -0.0943 2.0480 -1.3833
C 0.0407 1.6055 -0.2654
H -0.5615 2.3401 0.2892

16
Properties=species:S:1:pos:R:3 method="wB97M-V/def2-TZVPD" gap_ev=9.896 e_lumo_ha=-0.1518 homo_energy_ev=-14.03 multiplicity=1 energy_ev=-21808.314 charge=+1
H 0.9932 1.7295 -0.9390
N -0.2450 0.4768 0.1165
F 1.5986 -2.0970 2.2810
C -1.3890 -0.1116 -0.1550
F 2.7142 -1.2019 0.5582
F 0.8199 -2.2042 0.2615
H -1.0023 1.3044 -2.8879
H -2.6289 -0.1701 -1.7769
C -0.8466 0.9811 -1.9272
H -1.7798 -0.7777 0.6469
F -0.1551 0.3409 2.4576
C 1.5721 -1.5640 1.1323
N -1.7733 0.2042 -1.3659
C 0.5652 0.4487 1.2986
C 0.1265 1.2067 -1.0244
F 1.4302 1.4342 1.3238

11
Properties=species:S:1:pos:R:3 method="wB97M-V/def2-TZVPD" gap_ev=8.593 e_lumo_ha=-0.0043 homo_energy_ev=-8.71 multiplicity=1 energy_ev=-9450.976 smiles="C=C=C=N.C#CF"
C -1.8404 0.2906 1.3923
C 2.7883 0.0500 0.0953
N -0.8081 -1.0892 -2.0089
C 1.9444 0.9047 -0.1511
F 1.0437 1.7053 -0.6113
H -1.3899 -0.0273 2.3087
H 0.1132 -1.4798 -2.2472
C -1.7049 -0.1780 0.1742
H 3.7168 -0.3573 0.3441
H -2.7249 1.0199 1.5198
C -1.1383 -0.8389 -0.8159

11
Properties=species:S:1:pos:R:3 method="wB97M-V/def2-TZVPD" gap_ev=8.464 e_lumo_ha=0.0080 homo_energy_ev=-8.25 multiplicity=1 energy_ev=-9450.251 smiles="C=C=C=N.C#CF"
H -0.4983 -2.0223 0.9772
C -1.1197 0.1037 0.6071
F 2.0528 -0.1121 1.2106
C 1.7445 -0.3308 -0.0027
N -1.1098 1.9523 -0.8591
C 1.6659 -0.2558 -1.1783
H -0.9508 2.4814 -1.7996
H 1.3534 -0.6877 -2.1078
H -1.2008 -0.9979 2.2956
C -0.8802 -0.9599 1.2928
C -1.0571 0.8290 -0.4359

12
Properties=species:S:1:pos:R:3 method="wB97M-V/def2-TZVPD" gap_ev=9.458 e_lumo_ha=-0.0126 homo_energy_ev=-9.80 multiplicity=1 energy_ev=-11501.366
H 0.2261 -2.5172 0.2510
C 0.3915 -1.3985 0.1336
N 1.6680 -1.0331 0.0662
H -2.5420 -0.3710 0.8200
C 1.9903 0.2130 0.0033
F -1.2971 1.6896 0.1438
C 1.0519 1.2254 -0.1224
H 2.9878 0.6949 -0.0779
O -2.0127 -1.1236 -0.1571
C -0.3174 0.7080 -0.2148
C -0.7527 -0.5998 -0.0844
H 1.2467 2.3192 0.2134

12
Properties=species:S:1:pos:R:3 method="wB97M-V/def2-TZVPD" gap_ev=7.915 e_lumo_ha=-0.0361 homo_energy_ev=-8.90 multiplicity=1 energy_ev=-20288.296
H 1.3946 1.8362 0.3330
H -3.2466 -0.4134 -0.5775
F -1.5560 1.9522 -0.1791
H 3.5591 1.0314 0.8041
C -0.1977 -1.3533 -0.0327
C -1.2700 0.5988 -0.1238
C 0.1544 0.0763 -0.0433
N -1.4681 -1.7182 -0.1065
S 2.9583 -0.1238 -0.3264
C -2.1003 -0.4958 -0.3014
C 1.3011 0.7521 -0.0249
H 0.4712 -2.1425 0.5785

16
Properties=species:S:1:pos:R:3 method="wB97M-V/def2-TZVPD" gap_ev="6.306 / 7.046" e_lumo_ha="-0.3943 / -0.3955" homo_energy_ev="-17.03 / -17.81" multiplicity=1 energy_ev=-69328.985 charge=+2
C 1.1018 1.6070 1.0472
C 1.4415 0.0468 -1.5365
O 3.0543 -1.6674 -0.2179
Ga 0.2529 -0.1550 0.0673
O -0.3954 -0.7035 3.4205
O -2.1564 2.1945 0.6497
C 2.0213 -1.1536 -0.4257
C -0.0757 -0.3915 2.3666
H -2.3001 -1.2325 -0.1202
H -1.5856 -1.2840 -1.6013
H -1.1325 -2.4081 -0.4979
N -1.4179 -1.4261 -0.6102
C -1.4929 1.7433 -0.2273
O 2.0851 0.2598 -2.5105
O 1.6643 2.4698 1.5108
H -1.0646 2.1008 -1.3146

10
Properties=species:S:1:pos:R:3 method="wB97M-V/def2-TZVPD" gap_ev="7.293 / 7.162" e_lumo_ha="-0.3033 / -0.3008" homo_energy_ev="-15.55 / -15.35" multiplicity=1 energy_ev=-6723.602 charge=+1
C 0.2285 2.4385 -1.4897
H -1.3618 -1.7807 1.2031
H 1.3822 1.3656 0.3101
N -0.3392 -0.7251 0.0419
C -0.3900 -1.7107 0.8878
C 0.7435 1.4141 -0.6839
C -0.8258 2.6472 -2.0936
H 0.2256 -1.3110 1.7299
H 0.2237 -2.5859 0.5034
C 0.1134 0.2480 -0.4091

11
Properties=species:S:1:pos:R:3 method="wB97M-V/def2-TZVPD" gap_ev=8.536 e_lumo_ha=0.0091 homo_energy_ev=-8.29 multiplicity=1 energy_ev=-8224.130 smiles=C#Cc1ncc[nH]1
C -1.8774 -0.5048 0.0058
H 0.2525 1.8339 0.6569
C -1.6235 0.8207 -0.1389
H -2.7688 -1.1956 0.4157
N -0.3921 0.9641 -0.0059
C 2.9033 0.1551 -0.1154
H 3.9455 0.3167 0.0368
C 1.7037 -0.4331 0.0610
N -0.7159 -1.1532 -0.0828
H -2.2352 1.6297 -0.1185
C 0.3210 -0.2481 0.1259

11
Properties=species:S:1:pos:R:3 method="wB97M-V/def2-TZVPD" gap_ev="8.523 / 6.851" e_lumo_ha="-0.0017 / -0.0666" homo_energy_ev="-8.57 / -8.66" multiplicity=1 energy_ev=-8224.137
C -0.3583 1.4612 -0.4705
C 0.1010 0.1743 0.0848
C 1.4694 -0.1593 -0.0077
C 2.6516 -0.4023 -0.0752
H 3.6915 -0.6369 -0.1303
H -0.6030 -1.5190 1.1706
H -2.7716 -1.2272 0.5156
H 0.2732 2.3613 -0.4649
N -1.4537 1.3784 -1.0482
N -2.0978 -0.6741 -0.0206
C -0.9025 -0.7564 0.4462

11
Properties=species:S:1:pos:R:3 method="wB97M-V/def2-TZVPD" gap_ev=9.849 e_lumo_ha=0.0344 homo_energy_ev=-8.91 multiplicity=1 energy_ev=-8227.690 smiles=C#Cc1cn[nH]c1
C 1.6294 -0.2090 0.1293
H -0.7952 -1.7080 0.8633
C -0.8007 -0.7412 0.3784
N -1.9342 -0.0969 0.0401
H 0.0550 2.0495 -1.0930
C -0.4031 1.1846 -0.6270
C 2.7914 -0.4806 0.2964
N -1.7191 1.0760 -0.5750
H 3.8184 -0.7340 0.4432
C 0.2407 0.0678 -0.0348
H -2.8826 -0.4081 0.1792

11
Properties=species:S:1:pos:R:3 method="wB97M-V/def2-TZVPD" gap_ev=9.855 e_lumo_ha=0.0344 homo_energy_ev=-8.92 multiplicity=1 energy_ev=-8227.697 smiles=C#Cc1cn[nH]c1
C -0.0569 -0.2293 0.0125
H -2.0683 -3.3203 -0.2755
H -1.2694 1.4212 -0.9123
C 1.2262 -0.0729 0.5989
H 1.8440 -0.8352 1.0547
H 0.7423 2.8256 -0.2276
C -0.3890 1.0435 -0.4122
C -1.4882 -2.4273 -0.1977
C -0.8353 -1.4185 -0.1055
N 0.6501 1.8342 -0.0760
N 1.6444 1.1789 0.5407

12
Properties=species:S:1:pos:R:3 method="wB97M-V/def2-TZVPD" gap_ev=8.514 e_lumo_ha=0.0279 homo_energy_ev=-7.76 multiplicity=1 energy_ev=-10272.690 smiles=c1cc2cncn2o1
H -0.8480 -1.2259 2.1916
N -0.2894 0.3194 -0.5686
H 2.2094 -1.2022 1.0644
H 2.8946 0.8377 -0.5300
C -1.5517 0.6600 -0.2457
C 1.6083 -0.6225 0.3731
O 0.8651 0.7940 -1.1463
C 1.9537 0.2734 -0.5766
H -2.4769 1.1525 -0.8291
C -0.9601 -0.8123 1.2123
C 0.2180 -0.6111 0.2921
N -2.0405 -0.2109 0.7032

What energy above the lowest of the compared OMol25 structures with the same formula, charge and spin values result from the calculations? In sequence: 36.0; 95.4; 0.0; 18.4; 0.0; 22.5; 0.0; 0.0; 18.3; 143.2; 159.9; 74.0; 97.2; 88.8; 109.3; 123.7; 123.5; 41.6; 41.4; 93.9 kcal per mole.
What strongest force on any atom values result from the calculations? In sequence: 5.3; 3.0; 3.1; 5.0; 5.4; 2.8; 3.6; 3.5; 5.5; 3.9; 4.9; 6.7; 5.6; 6.7; 8.8; 13.5; 1.5; 0.5; 0.5; 7.9 eV Å⁻¹.